Here is an isolated molecule of C18H21N5O4S2 in a non-equilibrium geometry from OMol25. Energies are from ωB97M-V/def2-TZVPD.

Charge   0
SMILES   COC(=O)C[C@H]1C(=O)NCCN1C(=O)CSc1nnc(Nc2ccc(C)cc2)s1
E_LUMO   0.011 hartree
Spin multiplicity   1
DFT total energy   -2069.67350 hartree

Last column: Löwdin charge in e.
Atoms and positions in Å:
C  0.164  -2.745  -0.944  -0.05
H  0.721  -1.993  -1.504  0.08
H  0.808  -3.605  -0.749  0.09
H  -0.728  -3.044  -1.488  0.09
O  -0.283  -2.176  0.282  -0.03
C  0.607  -2.087  1.262  -0.51
O  1.730  -2.520  1.206  0.11
C  0.025  -1.364  2.460  0.00
H  -0.990  -1.046  2.221  0.13
H  0.008  -2.045  3.311  0.13
C  0.870  -0.113  2.795  -0.18
N  2.095  -0.422  3.487  -0.01
C  3.361  -0.338  3.006  -0.50
O  4.323  -0.520  3.726  0.06
C  3.558  -0.025  1.535  -0.32
H  4.612  -0.186  1.310  0.09
H  2.935  -0.638  0.889  0.06
S  3.212  1.731  1.151  0.95
C  1.997  1.561  -0.074  -0.96
N  1.498  0.449  -0.484  -0.06
N  0.561  0.579  -1.416  0.01
C  0.305  1.801  -1.741  -0.59
N  -0.587  2.244  -2.643  0.06
C  -1.502  1.503  -3.392  -0.23
C  -1.661  0.130  -3.244  -0.01
C  -2.591  -0.538  -4.017  -0.04
C  -3.379  0.130  -4.947  -0.29
C  -3.212  1.503  -5.083  -0.05
C  -2.288  2.186  -4.318  -0.03
H  -2.174  3.255  -4.434  0.11
H  -3.814  2.046  -5.796  0.11
C  -4.367  -0.610  -5.796  -0.06
H  -5.213  0.024  -6.048  0.08
H  -4.730  -1.498  -5.283  0.08
H  -3.895  -0.928  -6.726  0.08
H  -2.709  -1.605  -3.893  0.11
H  -1.062  -0.396  -2.521  0.08
H  -0.614  3.243  -2.785  0.13
S  1.305  2.982  -0.849  1.04
C  1.923  -0.653  4.905  -0.11
C  1.486  0.659  5.546  -0.14
N  0.322  1.150  4.843  0.09
C  -0.023  0.867  3.574  -0.44
O  -1.010  1.344  3.055  0.07
H  -0.257  1.838  5.304  0.15
H  1.231  0.510  6.599  0.12
H  2.305  1.387  5.484  0.13
H  2.878  -0.986  5.313  0.13
H  1.165  -1.424  5.064  0.13
H  1.086  0.383  1.848  0.11

Force components x, y, z for each atom (eV/Å):
C 0.350 -0.191 -0.209
H -0.039 -0.060 0.018
H -0.100 0.054 -0.062
H 0.013 0.029 0.033
O -0.422 0.096 -0.056
C -0.023 0.108 0.466
O 0.120 -0.098 -0.041
C 0.046 0.101 -0.250
H 0.071 -0.030 0.092
H -0.016 -0.024 -0.021
C -0.394 -0.119 -0.398
N -0.177 -0.064 0.350
C -0.027 0.066 -0.305
O 0.386 -0.009 0.054
C 0.136 0.283 -0.173
H -0.157 -0.069 0.067
H 0.045 -0.008 0.021
S 0.341 0.034 0.337
C -0.181 0.314 -0.255
N 1.058 -0.013 1.078
N -1.257 -0.070 -1.221
C 0.836 0.477 0.731
N -0.184 0.727 -0.252
C -0.272 -0.302 -0.237
C 0.117 0.010 0.130
C -0.142 0.214 -0.179
C -0.011 -0.064 0.063
C 0.060 -0.058 0.093
C 0.078 -0.043 0.060
H 0.016 0.123 -0.016
H -0.069 0.062 -0.066
C 0.074 -0.006 -0.072
H -0.093 -0.016 -0.036
H -0.075 -0.063 -0.011
H -0.058 -0.061 -0.082
H -0.018 -0.119 0.028
H -0.001 -0.055 -0.002
H -0.015 -0.219 0.017
S -0.162 -0.937 -0.061
C 0.202 0.226 0.340
C 0.349 -0.274 -0.006
N -0.083 0.251 0.505
C 0.203 -0.090 -0.173
O -0.254 0.060 -0.325
H -0.018 -0.061 -0.185
H 0.029 -0.006 -0.072
H -0.035 -0.134 0.072
H -0.207 0.013 -0.021
H 0.012 0.006 0.015
H -0.050 0.009 0.213

Here is an isolated molecule of C5H10O2 from OMol25. Energies are from ωB97M-V/def2-TZVPD.

Charge   0
SMILES   COC[C@H]1C[C@H]1O
E_LUMO   0.031 hartree
Spin multiplicity   1
DFT total energy   -346.92497 hartree

Last column: Löwdin charge in e.
Atoms and positions in Å:
C  -0.757  2.094  -0.891  -0.11
O  -0.789  0.786  -1.409  -0.19
C  0.385  0.051  -1.116  -0.19
C  0.587  -0.101  0.381  -0.23
C  -0.619  -0.588  1.155  -0.05
C  0.606  -1.441  1.033  -0.34
O  0.608  -2.535  0.169  -0.01
H  -0.221  2.149  0.065  0.08
H  -1.786  2.413  -0.708  0.09
H  -0.279  2.787  -1.598  0.09
H  0.254  -0.924  -1.590  0.13
H  1.264  0.532  -1.572  0.13
H  1.213  0.648  0.857  0.13
H  -0.883  -0.111  2.096  0.11
H  -1.456  -0.873  0.525  0.12
H  1.236  -1.541  1.916  0.14
H  0.638  -3.348  0.687  0.10

Force components x, y, z for each atom (eV/Å):
C -0.061 0.284 0.082
O -0.040 -0.016 -0.034
C 0.183 -0.165 0.030
C 0.084 0.250 -0.002
C -0.120 -0.033 0.073
C 0.110 0.228 0.162
O 0.053 -0.462 0.025
H -0.118 -0.003 -0.148
H 0.119 -0.001 -0.145
H -0.039 -0.055 0.075
H 0.008 0.111 0.092
H -0.096 -0.030 0.072
H -0.101 -0.076 -0.031
H 0.108 -0.185 -0.110
H 0.078 0.033 0.111
H -0.031 -0.040 -0.176
H -0.137 0.160 -0.076

Here is a cluster of 4 separate species, C3H9O2P in total in a non-equilibrium geometry from OMol25. Energies are from ωB97M-V/def2-TZVPD.

Charge   0
E_LUMO   0.016 hartree
Spin multiplicity   1
DFT total energy   -611.38862 hartree

Last column: Löwdin charge in e.
Atoms and positions in Å:
C  0.613  -1.543  -2.104  -0.37
C  -3.918  3.060  1.150  -0.18
C  0.158  -1.090  1.237  -0.17
O  -4.009  3.863  2.021  0.00
O  1.221  -0.685  0.441  -0.55
P  1.825  -1.207  -0.996  0.84
H  -0.482  -1.791  -2.013  0.00
H  1.024  -2.003  -3.045  -0.01
H  -2.977  3.045  0.400  0.11
H  -4.748  2.411  0.779  0.08
H  6.161  -0.203  -1.061  0.01
H  -0.574  -1.617  0.541  0.09
H  -0.082  -0.136  1.726  0.09
H  0.521  -1.767  2.057  0.09
H  5.266  -0.338  -1.132  -0.02

Force components x, y, z for each atom (eV/Å):
C -0.140 -1.550 0.095
C 1.281 0.299 -2.804
C -0.417 -0.749 0.036
O -0.057 -0.146 0.546
O 2.110 -0.114 -1.470
P -1.146 0.334 -0.236
H 1.179 0.790 0.149
H -0.207 0.736 0.897
H -1.395 -0.160 1.613
H 0.175 0.004 0.643
H -3.657 -0.550 -0.289
H 0.194 0.889 1.511
H -1.189 -0.591 -0.129
H -0.378 0.261 -0.852
H 3.649 0.547 0.290

Here is a cluster of 2 separate species, CH2N2O2 in total in a non-equilibrium geometry from OMol25. Energies are from ωB97M-V/def2-TZVPD.

Charge   0
Expectation value of S²   2.010
E_LUMO (spin up / spin down)   0.026 / -0.073 hartree
Spin multiplicity   3
DFT total energy   -299.07230 hartree

Last column: Löwdin charge in e.
Atoms and positions in Å:
C  -2.497  -2.135  -1.697  0.05
N  -0.112  0.923  1.258  0.00
N  -0.589  0.192  0.464  -0.15
O  -2.866  -3.210  -1.509  0.03
O  0.082  -0.227  -0.756  -0.05
H  0.797  1.396  1.148  0.10
H  -0.601  -0.640  -1.312  0.02

Force components x, y, z for each atom (eV/Å):
C -0.999 -3.268 0.602
N 2.910 2.568 2.546
N -2.031 -2.740 -3.623
O 1.037 3.250 -0.585
O 0.021 -0.067 0.321
H -0.805 0.035 0.344
H -0.133 0.222 0.394

Among the records above, which one has the lowest DFT total energy?
C18H21N5O4S2

spin multiplicity of number 1 (C18H21N5O4S2)?
1

Which value of charge does entry 2 give?
0